DFT (wB97M-V/def2-TZVPD) results for a structure of composition C16H12AuBrN2O.

Summary:
F_max = 0.849 eV Å⁻¹
Orbital gap = 0.284 Eh
2S+1 = 1
LUMO energy = 0.30 eV
Calculated total energy = -3511.343970 a.u.

Structure (XYZ):
```
33
C16H12AuBrN2O | OMol25 | wB97M-V/def2-TZVPD
Au 0.047 -0.542 -0.759
O -2.956 -5.805 -0.076
C -2.553 -4.517 -0.109
C -2.890 -3.643 -1.140
C -2.403 -2.358 -1.081
N -1.615 -1.906 -0.095
C -1.343 -2.748 0.894
Br -0.309 -2.096 2.323
C -1.776 -4.061 0.942
H -3.519 -5.995 -0.834
H -3.511 -3.952 -1.970
H -2.634 -1.646 -1.862
H -1.517 -4.712 1.762
C 1.921 3.348 1.876
C 3.151 3.462 1.244
C 3.460 2.607 0.206
C 2.540 1.627 -0.184
N 1.365 1.528 0.431
C 1.062 2.367 1.418
C 2.805 0.662 -1.312
C 4.059 0.687 -1.929
C 4.380 -0.192 -2.949
C 3.430 -1.109 -3.369
C 2.180 -1.132 -2.768
C 1.830 -0.260 -1.730
H 1.634 3.997 2.693
H 3.861 4.219 1.551
H 4.408 2.713 -0.298
H 0.081 2.240 1.864
H 4.814 1.395 -1.619
H 5.363 -0.164 -3.401
H 3.664 -1.809 -4.162
H 1.455 -1.853 -3.123
```

From a natural (NBO) analysis of the wavefunction, the atomic charges in e read:
1. Au 0.470
2. O -0.639
3. C 0.370
4. C -0.345
5. C 0.090
6. N -0.542
7. C 0.178
8. Br 0.111
9. C -0.336
10. H 0.488
11. H 0.228
12. H 0.221
13. H 0.253
14. C -0.275
15. C -0.165
16. C -0.241
17. C 0.187
18. N -0.454
19. C 0.048
20. C -0.040
21. C -0.226
22. C -0.222
23. C -0.217
24. C -0.255
25. C -0.328
26. H 0.217
27. H 0.213
28. H 0.212
29. H 0.189
30. H 0.197
31. H 0.205
32. H 0.205
33. H 0.202